Formula: C2H4FNO2
Source: the OMol25 dataset
Level of theory: wB97M-V/def2-TZVPD

Structure (XYZ):
```
10
Properties=species:S:1:pos:R:3:forces:R:3
N -0.97878 1.09606 0.50303 -1.4 1.3 -0.1
C 0.13883 0.38080 0.51998 0.4 -1.0 -0.5
O 0.89081 0.33368 1.48080 0.6 -0.2 -1.4
C 0.33928 -0.63879 -0.80855 -1.6 3.5 0.2
O 1.46740 -1.26741 -0.61604 1.5 -0.5 2.0
F -0.86078 -1.31835 -0.69201 -0.5 -1.6 0.2
H -1.77610 0.74089 0.01984 -0.1 -0.1 -0.7
H -1.21634 1.83480 1.16518 0.6 -0.7 0.1
H 0.24684 -0.25808 -1.86739 0.4 0.3 1.2
H 1.74885 -0.90360 0.29516 0.0 -1.1 -1.0
```
Positions in Å, forces in eV/Å.

Its total energy is -383.708010 Ha. Its net charge is 0. The value obtained for the largest force on an atom is 0.07411 Eh/bohr. The HOMO energy is -10.66 eV. As for the SMILES: NC(=O)[C@@H](O)F. The calculation puts the energy above the lowest of the compared OMol25 structures with the same formula, charge and spin at 0.312 eV.

natural (NBO) population analysis, charges in e, atoms 1 to 2:
1 N -0.816
2 C 0.623

***

Formula: C2H4FNO3S
Source: the OMol25 dataset
Level of theory: wB97M-V/def2-TZVPD

Structure (XYZ):
```
12
Properties=species:S:1:pos:R:3:forces:R:3
O 1.80944 -0.71478 1.49525 -0.1 -0.2 0.2
C 1.86135 -0.35306 0.35700 0.4 0.4 -0.1
C 0.81732 0.56952 -0.25871 -0.1 0.0 -0.2
N -0.36707 -0.20547 -0.68708 -0.2 -0.1 0.6
S -1.76072 -0.00126 0.16889 0.2 0.1 -0.4
O -1.77838 1.30504 0.71794 0.0 -0.1 0.0
O -2.09238 -1.16375 0.90705 0.0 0.0 0.0
F -2.75597 0.00599 -1.04214 0.1 0.1 0.2
H 2.71946 -0.63178 -0.28804 -0.1 -0.1 0.0
H 1.22642 1.09947 -1.12181 0.0 -0.1 0.0
H 0.51910 1.29608 0.49753 0.0 0.0 -0.1
H -0.19857 -1.20602 -0.74589 0.0 0.1 -0.2
```
Positions in Å, forces in eV/Å.

Its total energy is -857.108343 Ha. Its net charge is 0. The value obtained for the largest force on an atom is 0.01239 Eh/bohr. The HOMO energy is -10.62 eV. As for the SMILES: O=CCNS(=O)(=O)F. The calculation puts the energy above the lowest of the compared OMol25 structures with the same formula, charge and spin at 0.000 eV.

natural (NBO) population analysis, charges in e, atoms 1 to 2:
1 O -0.470
2 C 0.412

***

Formula: C2H4FNOS
Source: the OMol25 dataset
Level of theory: wB97M-V/def2-TZVPD

Structure (XYZ):
```
10
Properties=species:S:1:pos:R:3:forces:R:3
O 0.87277 2.19531 -0.75323 -1.2 -2.0 -0.5
C 0.43787 1.17724 -1.21772 0.9 -0.8 1.6
F 0.72321 0.88655 -2.53332 -0.7 -0.2 1.1
C -0.55903 -0.09890 -0.28633 0.1 3.7 -1.4
N -0.32389 -0.26188 1.12248 2.1 -0.1 0.0
S 0.91246 -1.51963 1.57777 -1.5 0.5 -0.8
H -0.64926 -1.03783 -0.77730 0.5 -0.6 -0.7
H -1.48877 0.49014 -0.49930 0.4 -0.7 0.7
H 0.17143 0.52821 1.53179 -0.8 0.5 -0.2
H -0.09679 -2.35920 1.83516 0.3 -0.4 0.2
```
Positions in Å, forces in eV/Å.

Its total energy is -706.591365 Ha. Its net charge is 0. The value obtained for the largest force on an atom is 0.07645 Eh/bohr. The HOMO energy is -9.72 eV. As for the SMILES: O=C(F)CNS. The calculation puts the energy above the lowest of the compared OMol25 structures with the same formula, charge and spin at 1.307 eV.

natural (NBO) population analysis, charges in e, atoms 1 to 2:
1 O -0.552
2 C 0.824

***

Formula: C2H4FNOS
Source: the OMol25 dataset
Level of theory: wB97M-V/def2-TZVPD

Structure (XYZ):
```
10
Properties=species:S:1:pos:R:3:forces:R:3
O -1.94007 -0.88761 -0.31623 2.0 0.1 0.2
C -0.82216 -0.46125 -0.04170 -0.2 -1.1 1.5
C -0.65048 0.93408 0.46777 0.1 4.0 -1.1
F 0.31651 1.57238 -0.44297 -1.3 -0.1 0.8
N 0.37800 -1.15410 0.09290 1.4 -1.9 -0.8
S 1.99566 -0.33280 0.02803 -1.0 -1.5 -2.4
H -0.27521 1.23062 1.54723 -0.9 -1.3 -2.2
H -1.58418 1.48617 0.14104 0.8 -0.7 1.2
H 0.43442 -2.23615 0.00018 -0.4 2.8 -0.1
H 2.14749 -0.15134 -1.47626 -0.5 -0.4 2.9
```
Positions in Å, forces in eV/Å.

Its total energy is -706.586644 Ha. Its net charge is 0. The value obtained for the largest force on an atom is 0.08144 Eh/bohr. The HOMO energy is -9.66 eV. As for the SMILES: O=C(CF)NS. The calculation puts the energy above the lowest of the compared OMol25 structures with the same formula, charge and spin at 1.435 eV.

natural (NBO) population analysis, charges in e, atoms 1 to 2:
1 O -0.548
2 C 0.616

***

Formula: C2H4FNS
Source: the OMol25 dataset
Level of theory: wB97M-V/def2-TZVPD

Structure (XYZ):
```
9
Properties=species:S:1:pos:R:3:forces:R:3
N 0.25075 -1.24349 -0.29861 -2.9 -0.8 -0.2
C 0.66535 -0.01272 0.15057 -3.0 -2.0 -1.6
S 2.19331 0.13986 0.54943 1.8 1.3 0.8
C -0.50069 0.92694 0.12003 -2.7 4.0 1.7
F -1.36652 0.61406 -1.06748 1.7 0.8 2.7
H 1.06518 -1.85301 -0.34306 -0.9 -0.5 -0.1
H -0.85914 -1.60842 -0.44362 4.5 1.6 0.5
H -1.20447 0.80551 1.19004 1.9 0.0 -3.3
H -0.24378 2.23127 0.14270 -0.6 -4.4 -0.5
```
Positions in Å, forces in eV/Å.

Its total energy is -631.331311 Ha. Its net charge is 0. The value obtained for the largest force on an atom is 0.09947 Eh/bohr. The HOMO energy is -8.94 eV. As for the SMILES: NC(=S)CF. The calculation puts the energy above the lowest of the compared OMol25 structures with the same formula, charge and spin at 2.346 eV.

natural (NBO) population analysis, charges in e, atoms 1 to 2:
1 N -0.791
2 C -0.025

***

Formula: C2H4FOP
Source: the OMol25 dataset
Level of theory: wB97M-V/def2-TZVPD

Structure (XYZ):
```
9
Properties=species:S:1:pos:R:3:forces:R:3
C 0.19053 0.49377 0.36680 -1.3 0.5 0.7
C -1.32873 0.41946 0.08310 1.4 0.7 -0.8
O -2.13835 1.17135 0.53493 -0.4 0.1 0.7
P -1.72010 -0.67947 -1.36142 -0.9 -1.9 1.4
F -3.30651 -0.94518 -1.09483 0.6 0.5 -0.4
H 0.71694 0.47546 -0.57321 0.3 1.3 -0.6
H 0.39948 1.29156 1.13938 0.1 -0.9 -1.3
H 0.54298 -0.46419 0.65076 0.1 -1.1 1.3
H -1.35499 -1.84185 -0.50474 0.1 0.8 -1.0
```
Positions in Å, forces in eV/Å.

Its total energy is -595.048383 Ha. Its net charge is 0. The value obtained for the largest force on an atom is 0.04852 Eh/bohr. The HOMO energy is -9.45 eV. As for the SMILES: CC(=O)PF. The calculation puts the energy above the lowest of the compared OMol25 structures with the same formula, charge and spin at 0.000 eV.

natural (NBO) population analysis, charges in e, atoms 1 to 2:
1 C -0.744
2 C 0.294

***

Formula: C2H4FOP
Source: the OMol25 dataset
Level of theory: wB97M-V/def2-TZVPD

Structure (XYZ):
```
9
Properties=species:S:1:pos:R:3:forces:R:3
C -1.20653 -0.15849 -0.23863 -0.8 1.7 -0.4
C 0.19950 -0.53515 -0.14851 0.9 0.4 -0.4
O 0.60084 -1.65371 -0.21346 0.5 -0.9 0.0
P 1.28260 1.00487 0.01970 1.6 -0.9 -0.7
F 2.75370 0.34278 0.34198 -0.8 0.3 -0.6
H -1.80927 -0.98856 -0.58966 -0.5 -0.3 1.2
H -1.43370 0.55724 0.60407 -0.6 -1.4 -0.5
H -1.32190 0.50106 -1.09638 0.3 0.4 -0.3
H 0.93475 0.92995 1.32092 -0.7 0.5 1.7
```
Positions in Å, forces in eV/Å.

Its total energy is -595.045131 Ha. Its net charge is 0. The value obtained for the largest force on an atom is 0.03811 Eh/bohr. The HOMO energy is -9.40 eV. As for the SMILES: CC(=O)PF. The calculation puts the energy above the lowest of the compared OMol25 structures with the same formula, charge and spin at 0.088 eV.

natural (NBO) population analysis, charges in e, atoms 1 to 2:
1 C -0.759
2 C 0.314

***

Formula: C2H4FPS
Source: the OMol25 dataset
Level of theory: wB97M-V/def2-TZVPD

Structure (XYZ):
```
9
Properties=species:S:1:pos:R:3:forces:R:3
C -0.86417 0.32859 1.13192 -2.4 -0.7 3.4
C -0.21192 -0.03039 -0.06341 2.5 2.6 -3.1
P 0.84304 1.10934 -0.96376 -1.2 -2.7 1.4
S 1.49432 -0.27522 -2.46177 0.3 -0.2 0.0
F 2.71186 -1.19580 -1.77510 -0.7 0.7 0.0
H -0.59607 -0.32544 2.00267 0.1 0.0 -0.8
H -1.92811 0.03609 0.98939 0.3 0.3 0.2
H -0.86061 1.29994 1.61846 0.5 0.5 -0.8
H -0.58832 -0.94712 -0.47840 0.6 -0.6 -0.3
```
Positions in Å, forces in eV/Å.

Its total energy is -917.932530 Ha. Its net charge is 0. The value obtained for the largest force on an atom is 0.09359 Eh/bohr. The HOMO energy (alpha / beta) is -8.92 / -8.92 eV. As for the SMILES: C/C=P/SF. The calculation puts the energy above the lowest of the compared OMol25 structures with the same formula, charge and spin at 0.744 eV.

natural (NBO) population analysis, charges in e, atoms 1 to 2:
1 C -0.722
2 C -0.374

***

Formula: C2H4HgLiO4
Source: the OMol25 dataset
Level of theory: wB97M-V/def2-TZVPD

Structure (XYZ):
```
12
Properties=species:S:1:pos:R:3:forces:R:3
O -2.43903 -1.99876 -1.18730 -0.8 -0.6 -0.7
C -2.66010 -0.83245 -0.83023 0.0 0.5 0.9
H -3.68914 -0.48948 -0.98426 -0.2 0.0 -0.2
H -1.87771 -0.27791 -0.29662 -0.1 0.0 -0.4
Hg -0.89976 -3.75982 0.34120 0.5 -3.2 3.0
Li -0.25105 -2.47421 -2.86682 0.6 -0.1 -1.3
O -1.08802 -2.44218 -1.04525 -0.1 2.3 -1.6
C -1.93522 3.37156 0.74140 -0.2 1.0 1.1
O -1.64650 2.32334 0.12677 -0.9 -0.3 -0.5
O -0.44635 1.76512 0.23627 1.1 -0.1 0.0
H -3.00068 3.61850 0.70809 0.1 0.3 -0.2
H -1.17106 3.91173 1.31157 0.0 0.2 -0.1
```
Positions in Å, forces in eV/Å.

Its spin multiplicity is 2. Its total energy is -538.211700 Ha. Its net charge is +4. The value obtained for the largest force on an atom is 0.08611 Eh/bohr. The expectation value of S² is 0.7535. The HOMO energy (alpha / beta) is -27.96 / -27.28 eV. The calculation puts the energy above the lowest of the compared OMol25 structures with the same formula, charge and spin at 0.839 eV.

natural (NBO) population analysis, charges in e, atoms 1 to 2:
1 O -0.079
2 C 0.416

***

Formula: C2H4I2N2O
Source: the OMol25 dataset
Level of theory: wB97M-V/def2-TZVPD

Structure (XYZ):
```
11
Properties=species:S:1:pos:R:3:forces:R:3
C -1.07197 0.64458 -0.60795 -2.3 0.7 -1.0
C 0.31004 0.25615 -0.65543 1.5 -2.7 -0.3
N 1.35579 0.53709 0.11637 2.2 1.7 2.8
N 0.15598 -1.41067 0.60846 -0.5 0.6 -0.1
O 1.19754 1.15037 1.23157 -0.4 -0.2 -2.1
I 1.82937 -2.62477 0.60210 -0.2 0.3 0.0
I -0.24336 -0.59172 2.43115 0.3 -0.9 -0.5
H -1.07030 1.61688 -1.20350 -0.5 -0.7 1.1
H -1.59521 -0.06998 -1.27195 0.1 0.3 0.3
H -1.66095 0.62662 0.36871 1.3 0.6 -1.3
H 0.79308 -0.13454 -1.61952 -1.4 0.4 1.2
```
Positions in Å, forces in eV/Å.

Its total energy is -858.510812 Ha. Its net charge is 0. The value obtained for the largest force on an atom is 0.07635 Eh/bohr. The HOMO energy (alpha / beta) is -8.84 / -8.84 eV. The calculation puts the energy above the lowest of the compared OMol25 structures with the same formula, charge and spin at 5.106 eV.

natural (NBO) population analysis, charges in e, atoms 1 to 2:
1 C -0.721
2 C 0.154